Here is a cluster of 6 separate species, C20H43BBrO12PS6 in total from OMol25. Energies are from the ωB97M-V functional and the def2-TZVPD basis.

Each line ends with the Löwdin charge.
CARTESIAN COORDINATES (ANGSTROEM)
O  4.75  -4.35  1.97  -0.3253
S  3.95  -5.32  1.25  0.6613
O  3.25  -4.98  0.02  -0.3470
C  4.94  -6.77  0.96  -0.2412
C  4.71  -7.63  2.19  -0.2308
C  3.21  -7.55  2.48  -0.2191
C  2.81  -6.08  2.39  -0.2373
H  5.99  -6.49  0.83  0.1080
H  4.56  -7.26  0.06  0.1088
H  5.04  -8.66  2.03  0.1153
H  5.27  -7.23  3.05  0.1207
H  2.66  -8.13  1.73  0.1197
H  2.96  -7.96  3.46  0.1169
H  1.79  -5.96  2.01  0.0234
H  2.90  -5.57  3.35  0.1128
O  -1.00  1.43  -5.60  -0.3155
S  -0.19  0.71  -4.65  0.6629
O  0.17  1.26  -3.36  -0.3446
C  -0.90  -0.91  -4.41  -0.2380
C  -0.26  -1.77  -5.49  -0.2162
C  1.22  -1.38  -5.51  -0.2142
C  1.29  0.15  -5.49  -0.2234
H  -1.99  -0.85  -4.49  0.1108
H  -0.62  -1.25  -3.41  0.0639
H  -0.40  -2.83  -5.29  0.1221
H  -0.71  -1.55  -6.46  0.1229
H  1.71  -1.78  -4.61  0.1202
H  1.74  -1.79  -6.38  0.1187
H  2.17  0.50  -4.94  0.1062
H  1.29  0.56  -6.50  0.1088
O  -4.07  1.10  0.89  -0.3343
S  -4.39  0.79  -0.49  0.6656
O  -5.33  -0.26  -0.84  -0.3288
C  -4.87  2.29  -1.32  -0.2335
C  -3.56  2.86  -1.84  -0.2143
C  -2.79  1.67  -2.41  -0.2217
C  -2.87  0.54  -1.38  -0.2198
H  -5.38  2.96  -0.62  0.1097
H  -5.54  2.02  -2.14  0.1106
H  -3.73  3.63  -2.60  0.1236
H  -2.99  3.31  -1.02  0.1165
H  -3.25  1.35  -3.35  0.1207
H  -1.75  1.93  -2.63  0.0818
H  -2.88  -0.44  -1.86  0.1015
H  -2.04  0.59  -0.67  0.0990
O  0.48  0.54  5.24  -0.2986
S  -0.81  0.95  4.72  0.6838
O  -1.40  0.35  3.54  -0.3464
C  -2.00  0.91  6.04  -0.2266
C  -1.91  2.29  6.68  -0.2216
C  -1.83  3.27  5.51  -0.2151
C  -0.80  2.73  4.52  -0.2165
H  -1.76  0.10  6.73  0.1155
H  -2.99  0.74  5.60  0.1155
H  -2.77  2.49  7.32  0.1206
H  -1.00  2.36  7.29  0.1234
H  -2.81  3.35  5.03  0.1227
H  -1.56  4.28  5.86  0.1197
H  -1.06  2.99  3.49  0.1090
H  0.21  3.09  4.75  0.1112
O  0.97  7.10  -0.64  -0.3232
S  0.57  5.83  -1.23  0.6683
O  -0.81  5.38  -1.22  -0.3369
C  1.19  5.76  -2.90  -0.2335
C  2.58  5.16  -2.76  -0.2242
C  2.43  4.02  -1.75  -0.2161
C  1.62  4.54  -0.57  -0.2252
H  1.20  6.76  -3.34  0.1104
H  0.53  5.11  -3.47  0.1098
H  2.96  4.81  -3.72  0.1171
H  3.28  5.91  -2.37  0.1208
H  1.90  3.18  -2.23  0.1036
H  3.41  3.64  -1.42  0.1182
H  1.00  3.76  -0.13  0.1036
H  2.26  4.99  0.19  0.1066
O  -0.78  -2.43  3.70  -0.2860
P  -1.20  -2.94  2.10  0.2921
O  -2.90  -2.88  1.72  -0.2809
S  -0.64  -4.81  1.78  0.2630
B  -0.32  -1.71  0.87  -0.6193
Br  0.42  -2.54  -0.81  0.6093
H  -1.03  -1.47  3.88  0.0103
H  -3.25  -1.96  1.91  0.0782
H  -0.28  -0.57  1.15  -0.0102

The LUMO energy comes out at -0.89 eV. The total energy is -7020.09651 Ha. Its net charge is 0. For the HOMO energy, the calculation gives -8.5 eV. Its HOMO-LUMO gap is 7.57 eV. Its molar mass is 789.644 g/mol.